# 1
DFT (ωB97M-V/def2-TZVPD) results for a structure of composition C17H15Cl3GeIrN3O2S2.

Last column: Mulliken spin population.
Geometry (Å):
Ir1 0.959 -0.360 -0.574  2.8183
O1 2.498 0.925 -0.646  0.3249
C1 2.968 1.968 0.006  0.1461
C2 4.150 2.562 -0.446  0.0127
C3 4.657 3.663 0.204  0.0698
C4 4.020 4.221 1.326  0.0172
C5 2.864 3.654 1.781  0.0288
C6 2.304 2.515 1.138  0.0079
C7 1.122 1.989 1.682  0.0877
N1 0.457 0.930 1.221  0.1656
N2 -0.593 0.633 1.967  0.4767
C8 -1.285 -0.459 1.467  -0.0497
O2 -0.861 -1.092 0.481  0.1660
C9 -2.524 -0.823 2.148  0.0478
C10 -3.363 -1.771 1.560  0.0085
C11 -4.548 -2.113 2.180  -0.0004
C12 -4.893 -1.519 3.389  0.0191
C13 -4.058 -0.580 3.980  -0.0101
C14 -2.873 -0.223 3.360  0.0250
H1 4.642 2.139 -1.311  -0.0014
H2 5.571 4.114 -0.161  0.0029
H3 4.442 5.087 1.815  0.0018
H4 2.346 4.058 2.641  -0.0010
H5 0.684 2.457 2.558  -0.0126
H6 -3.081 -2.217 0.616  0.0011
H7 -5.208 -2.839 1.726  0.0001
H8 -5.824 -1.787 3.872  0.0006
H9 -4.333 -0.124 4.921  -0.0002
H10 -2.221 0.513 3.805  0.0007
Cl1 0.221 3.081 -2.092  0.0424
Ge1 -0.599 1.098 -1.932  0.2352
Cl2 -0.978 0.468 -3.979  0.0470
Cl3 -2.547 1.345 -1.040  0.0348
S1 1.996 -2.533 -0.592  0.1708
C15 1.090 -2.738 -2.044  0.0180
N3 1.530 -2.479 -3.257  0.0534
C16 0.700 -2.908 -4.384  -0.0011
C17 -0.705 -3.122 -3.816  -0.0054
S2 -0.489 -3.424 -2.033  0.0466
H11 2.470 -2.129 -3.382  -0.0032
H12 1.118 -3.826 -4.801  0.0016
H13 0.696 -2.133 -5.148  0.0009
H14 -1.195 -3.983 -4.263  0.0011
H15 -1.326 -2.239 -3.941  0.0041

## Properties
- LUMO (alpha / beta) (eV) = -3.656 / -5.946
- molecular weight (g/mol) = 728.65
- energy above the lowest of the compared OMol25 structures with the same formula, charge and spin (kcal/mol) = 0.0
- total charge = +1
- Kohn-Sham gap (alpha / beta) (eV) = 7.05 / 5.96
- multiplicity = 6

---

# 2
DFT (ωB97M-V/def2-TZVPD) results for a structure of composition C29H29CaN10O5S.

Last column: Mulliken charge in e.
Geometry (Å):
Ca1 -0.451 1.081 -0.220  1.7739
C1 2.502 1.614 6.081  -1.0907
C2 2.966 2.179 4.745  -0.6705
N1 2.815 1.219 3.655  0.2387
C3 3.941 0.327 3.444  -0.9025
C4 5.028 0.955 2.581  -0.8150
C5 1.632 1.111 2.997  0.6188
S1 1.460 -0.073 1.752  -0.5382
N2 0.658 1.881 3.480  -0.2058
C6 -0.354 2.370 2.772  -0.0788
O1 -0.390 2.521 1.531  -0.9465
C7 -1.526 2.854 3.576  0.4098
C8 -1.500 2.863 4.967  0.0481
C9 -2.601 3.304 5.684  -0.6579
C10 -3.739 3.734 5.015  -0.3150
C11 -3.772 3.722 3.627  -0.7154
C12 -2.668 3.286 2.911  -0.4624
H1 2.632 2.351 6.874  0.3333
H2 3.074 0.723 6.349  0.3698
H3 1.449 1.343 6.020  0.2343
H4 4.025 2.445 4.795  0.3706
H5 2.409 3.078 4.501  0.4588
H6 3.575 -0.586 2.982  0.4973
H7 4.348 0.066 4.425  0.3359
H8 4.625 1.234 1.608  -0.0046
H9 5.848 0.251 2.428  0.3799
H10 5.437 1.856 3.040  0.3515
H11 -0.607 2.523 5.473  0.3601
H12 -2.574 3.310 6.766  0.3819
H13 -4.601 4.075 5.575  0.3651
H14 -4.661 4.045 3.101  0.3835
H15 -2.683 3.263 1.830  0.4047
O2 2.934 3.238 -4.928  -0.5703
C13 3.761 2.668 -4.076  0.4537
O3 4.948 2.559 -4.294  -0.6479
C14 3.176 2.153 -2.807  0.2126
C15 3.919 1.516 -1.834  -0.4777
N3 3.073 1.194 -0.844  0.0391
N4 1.828 1.580 -1.103  -0.1322
C16 1.858 2.163 -2.291  -0.2266
C17 0.541 2.641 -2.858  0.7570
O4 0.558 3.180 -3.980  -0.8871
O5 -0.469 2.421 -2.140  -0.7187
H16 1.975 3.239 -4.585  0.4673
H17 4.970 1.286 -1.805  0.5231
H18 3.218 0.684 0.021  0.1372
C18 -2.093 -0.332 -3.104  -1.2787
C19 -1.390 -1.268 -2.185  0.9502
N5 -0.218 -1.063 -1.618  -0.5457
C20 0.022 -2.170 -0.825  -0.8295
C21 -1.013 -3.039 -0.917  -0.3638
N6 -1.907 -2.460 -1.793  0.5101
C22 -3.249 -2.927 -2.034  -1.1341
N7 -3.240 -4.239 -2.640  0.8073
N8 -3.769 -5.299 -1.996  -0.6289
N9 -3.615 -6.355 -2.701  -0.6070
C23 -2.955 -6.006 -3.861  0.0124
C24 -2.547 -6.782 -4.950  -0.6929
C25 -1.886 -6.136 -5.968  -0.5271
C26 -1.627 -4.748 -5.916  -0.6453
C27 -2.024 -3.973 -4.853  -0.4632
C28 -2.702 -4.637 -3.825  1.3202
H19 -1.475 0.549 -3.263  0.0708
H20 -3.037 -0.009 -2.662  0.3753
H21 -2.297 -0.795 -4.072  0.3901
H22 0.916 -2.256 -0.231  0.4995
H23 -1.213 -3.987 -0.447  0.4784
H24 -3.749 -2.213 -2.685  0.5393
H25 -3.805 -2.987 -1.100  0.3603
H26 -2.745 -7.845 -4.976  0.4219
H27 -1.548 -6.697 -6.829  0.3564
H28 -1.093 -4.286 -6.736  0.3953
H29 -1.807 -2.914 -4.809  0.2554
N10 -3.743 -0.606 0.025  -0.6985
C29 -2.777 0.033 0.129  -0.1705

## Properties
- LUMO (eV) = 2.197
- molecular weight (g/mol) = 669.76
- energy above the lowest of the compared OMol25 structures with the same formula, charge and spin (kcal/mol) = 0.3
- total charge = -1
- Kohn-Sham gap (eV) = 8.48
- multiplicity = 1

---

# 3
DFT (ωB97M-V/def2-TZVPD) results for a cluster of 5 separate species, C9H31ClNO16P3 in total at a distorted geometry.

Last column: Mulliken charge in e.
Geometry (Å):
N1 -1.298 0.272 -0.884  -0.3029
H1 -0.701 0.503 -1.665  0.3551
H2 -0.962 -0.406 -0.215  0.2624
H3 -2.171 -0.095 -1.236  0.3767
H4 -1.471 1.071 -0.292  0.3125
Cl1 -5.151 -3.227 -0.820  1.6127
O1 -4.887 -3.020 0.580  -0.6327
O2 -6.485 -3.764 -1.063  -0.6383
O3 -4.980 -1.903 -1.428  -0.6850
O4 -4.194 -4.088 -1.423  -0.6443
C1 0.583 2.393 3.399  -0.7771
O5 0.116 3.680 3.145  -0.3087
P1 -1.440 3.937 2.854  1.1465
O6 -2.191 3.078 2.012  -0.6436
O7 -1.970 4.022 4.443  -0.3587
C2 -2.505 2.898 5.094  -0.7014
O8 -1.539 5.468 2.361  -0.3868
C3 -0.772 5.887 1.200  -0.6138
H5 1.340 2.163 2.650  0.2803
H6 -0.115 1.557 3.423  0.3759
H7 1.075 2.349 4.371  0.2864
H8 -2.905 2.070 4.508  0.3396
H9 -3.399 3.247 5.610  0.2734
H10 -1.816 2.602 5.885  0.2757
H11 -0.093 5.074 0.943  0.2925
H12 -0.133 6.732 1.455  0.2545
H13 -1.462 6.040 0.370  0.2673
C4 4.078 2.525 -4.809  -0.5920
O9 3.654 1.153 -5.051  -0.3091
P2 2.164 0.732 -5.378  0.9338
O10 1.393 0.580 -4.148  -0.5901
O11 2.346 -0.684 -6.299  -0.3256
C5 1.235 -1.221 -7.067  -0.5111
O12 1.742 1.961 -6.379  -0.3245
C6 2.202 2.022 -7.694  -0.8067
H14 3.832 3.154 -5.664  0.2070
H15 5.136 2.754 -4.679  0.2931
H16 3.463 2.951 -4.017  0.3086
H17 0.346 -1.556 -6.532  0.2834
H18 1.578 -2.145 -7.534  0.2294
H19 0.937 -0.435 -7.761  0.2266
H20 2.991 1.278 -7.810  0.3898
H21 2.701 2.951 -7.970  0.2926
H22 1.378 1.844 -8.386  0.2880
C7 -0.387 -3.479 5.743  -0.7085
O13 -0.483 -2.804 4.501  -0.2789
P3 0.405 -3.269 3.164  0.9963
O14 -0.027 -2.535 1.970  -0.5825
O15 1.917 -3.086 3.591  -0.2984
C8 2.960 -3.253 2.624  -0.6312
O16 0.331 -4.899 3.191  -0.3497
C9 -0.976 -5.438 2.960  -0.7186
H23 0.158 -2.866 6.461  0.2573
H24 0.087 -4.457 5.662  0.3236
H25 -1.409 -3.641 6.084  0.2827
H26 2.998 -4.288 2.285  0.2887
H27 3.844 -2.968 3.194  0.2362
H28 2.893 -2.639 1.726  0.2661
H29 -1.163 -6.238 3.677  0.2652
H30 -1.037 -5.853 1.954  0.2787
H31 -1.758 -4.695 3.115  0.3615

## Properties
- LUMO (eV) = -0.847
- molecular weight (g/mol) = 537.71
- energy above the lowest of the compared OMol25 structures with the same formula, charge and spin (kcal/mol) = 104.3
- Kohn-Sham gap (eV) = 6.95
- multiplicity = 1

---

# 4
DFT (ωB97M-V/def2-TZVPD) results for a structure of composition C5H14CuNOP.

Last column: Mulliken charge in e.
Geometry (Å):
C1 0.345 2.099 -2.345  -0.7833
O1 -0.411 1.520 -1.292  -0.3329
C2 -0.876 0.239 -1.567  -0.0882
C3 -1.752 -0.246 -0.425  -0.7620
N1 -0.955 -0.995 0.589  -0.2810
P1 -0.025 0.054 1.727  0.2705
C4 0.371 -1.285 2.903  -1.1011
C5 1.594 0.119 0.851  -0.7887
H1 0.588 3.113 -2.044  0.2505
H2 1.273 1.542 -2.521  0.3417
H3 -0.240 2.117 -3.269  0.3368
H4 0.011 -0.458 -1.619  0.0550
H5 -1.374 0.179 -2.539  0.5719
H6 -2.527 -0.911 -0.801  0.4187
H7 -2.230 0.619 0.038  0.3209
H8 -1.571 -1.584 1.143  0.3282
H9 0.873 -2.146 2.452  0.3423
H10 -0.541 -1.627 3.395  0.3605
H11 1.018 -0.876 3.679  0.3711
H12 1.928 -0.793 0.299  0.2178
H13 1.627 0.957 0.159  0.3178
H14 2.347 0.262 1.628  0.4130
Cu1 0.526 -1.900 -0.440  0.2207

## Properties
- LUMO (eV) = -4.765
- molecular weight (g/mol) = 198.69
- total charge = +1
- Kohn-Sham gap (eV) = 8.18
- multiplicity = 1

---

# 5
DFT (ωB97M-V/def2-TZVPD) results for the molecule C6H8O2 at a distorted geometry.

Last column: Mulliken charge in e.
Geometry (Å):
C1 2.739 -0.323 -0.422  -0.7304
C2 1.634 0.067 0.065  0.1184
C3 0.724 1.128 0.694  -0.6420
C4 0.230 -0.281 0.389  -0.0553
C5 -0.795 -0.479 -0.680  -0.5900
C6 -2.190 -0.032 -0.282  0.5252
O1 -2.803 0.940 -0.719  -0.5711
O2 -2.661 -0.755 0.757  -0.4383
H1 3.540 0.401 -0.412  0.2419
H2 2.884 -1.339 -0.792  0.2539
H3 0.962 1.436 1.697  0.2956
H4 0.337 1.909 0.029  0.2296
H5 0.219 -1.000 1.218  0.3567
H6 -0.541 0.198 -1.507  0.2938
H7 -0.758 -1.497 -1.051  0.3742
H8 -3.520 -0.372 1.015  0.3379

## Properties
- LUMO (eV) = 0.751
- molecular weight (g/mol) = 112.13
- energy above the lowest of the compared OMol25 structures with the same formula, charge and spin (kcal/mol) = 39.2
- Kohn-Sham gap (eV) = 10.77
- multiplicity = 1

---

# 6
DFT (ωB97M-V/def2-TZVPD) results for a structure of composition C9H13NO3 at a distorted geometry.

Last column: Mulliken charge in e.
Geometry (Å):
C1 -2.583 -0.797 -0.036  -1.1860
C2 -1.423 -0.527 -1.073  0.3976
C3 -0.829 0.979 -1.215  -0.8436
C4 -0.464 1.637 0.089  0.4338
C5 -0.404 -1.513 -0.916  -0.5092
C6 0.918 -1.027 -0.362  0.4561
C7 1.288 -1.380 0.918  -0.1800
C8 2.470 -0.955 1.056  -0.6056
C9 2.821 -0.063 -0.075  -0.4115
H1 -3.013 -1.074 1.965  0.2601
H2 -1.845 0.050 1.809  0.1906
H3 -3.334 -0.059 -0.247  0.3611
H4 -2.713 -1.700 -0.452  0.6353
H5 -1.838 -1.040 -2.023  0.2386
H6 -0.143 0.904 -2.161  0.3054
H7 -1.727 1.402 -1.620  0.5941
H8 1.169 2.079 0.794  0.3157
H9 -0.781 -2.001 0.275  0.1901
H10 -0.174 -2.430 -1.746  0.2257
H11 0.707 -1.844 1.735  0.3215
H12 3.126 -0.842 1.912  0.3366
H13 3.587 0.902 -0.074  0.2864
N1 -2.283 -0.891 1.341  -0.4406
O1 0.904 2.140 -0.121  -0.4402
O2 -1.111 2.159 1.072  -0.6228
O3 1.733 -0.079 -0.934  -0.3093

## Properties
- LUMO (eV) = 0.442
- molecular weight (g/mol) = 183.21
- energy above the lowest of the compared OMol25 structures with the same formula, charge and spin (kcal/mol) = 167.1
- Kohn-Sham gap (eV) = 8.40
- multiplicity = 1